(1)
32
Properties=species:S:1:pos:R:3 method="wB97M-V/def2-TZVPD" e_homo_ev=-3.870 total_charge=-1 gap_ev=6.70 e_tot_ha=-1855.353027 multiplicity=1
Al -0.16 0.45 -0.24
Cl 1.01 1.87 -1.00
C 0.09 0.77 1.70
H -0.06 -0.17 2.28
H -0.62 1.52 2.09
H 1.12 1.13 1.92
Sc -0.74 2.53 -1.94
C -0.70 2.10 -3.97
C -1.30 4.50 -1.63
C -1.72 1.21 -0.84
H -2.24 4.52 -1.04
H -0.51 5.05 -1.08
H -1.47 4.99 -2.62
H -1.44 1.30 -4.18
H -0.98 3.01 -4.55
H 0.31 1.75 -4.28
H -2.41 1.56 -0.05
H -2.24 0.54 -1.57
C 2.03 -2.09 2.29
C 0.88 -2.41 1.32
C 1.37 -3.39 0.25
C -0.30 -3.03 2.08
O 0.44 -1.22 0.68
H 2.39 -3.01 2.78
H 1.70 -1.38 3.09
H 2.87 -1.62 1.74
H 1.72 -4.34 0.71
H 0.56 -3.62 -0.47
H 2.22 -2.94 -0.32
H -0.68 -2.34 2.86
H -1.14 -3.26 1.38
H 0.01 -3.98 2.58

***

(2)
20
Properties=species:S:1:pos:R:3 method="wB97M-V/def2-TZVPD" e_homo_ev=-11.496 total_charge=+1 gap_ev=8.47 e_above_lowest_kj_mol=161.73 e_tot_ha=-344.705248 multiplicity=1
C 0.86 -0.31 0.78
C 0.64 -0.19 -0.73
C -0.45 0.79 -1.08
C -0.14 1.98 -1.63
N -1.06 2.89 -2.06
N -0.43 -0.80 1.44
H 0.92 0.71 1.15
H 1.67 -0.98 1.05
H 1.56 0.26 -1.08
H 0.51 -1.17 -1.20
H -1.46 0.41 -1.03
H 0.90 2.22 -1.82
H -1.98 2.59 -2.28
H -0.82 3.83 -2.29
H -1.24 -0.79 0.83
H -0.31 -1.80 1.75
H -0.65 -0.35 2.33
H 0.42 -4.27 2.35
H 1.38 -3.05 2.23
O 0.46 -3.31 2.27

***

(3)
16
Properties=species:S:1:pos:R:3 method="wB97M-V/def2-TZVPD" e_homo_ev=-9.835 gap_ev=9.82 e_above_lowest_kj_mol=328.36 e_tot_ha=-383.785051 multiplicity=1
C 1.55 -0.20 2.56
C 0.83 -0.31 1.59
C -0.49 -0.67 0.96
C -1.53 0.42 0.96
O -0.59 -1.77 0.44
H 2.12 -0.09 3.45
H -1.86 0.59 1.99
H -1.11 1.34 0.56
H -2.36 0.12 0.32
C -0.08 -0.04 -2.16
C 1.18 0.22 -1.22
O 1.61 1.37 -1.10
H -0.89 -0.63 -1.74
H 0.33 -0.59 -3.01
H -0.49 0.92 -2.49
H 1.79 -0.69 -1.11

***

(4)
12
Properties=species:S:1:pos:R:3 method="wB97M-V/def2-TZVPD" e_homo_ev=-9.996 gap_ev=9.77 e_above_lowest_kj_mol=622.88 e_tot_ha=-505.935314 multiplicity=1
C 2.31 -0.34 -0.95
C 0.58 -0.75 0.00
C -0.70 1.21 -0.61
N 1.69 -1.34 -0.28
N 1.68 0.79 -1.04
N 0.45 0.53 -0.54
O -1.24 2.07 -1.17
O -3.07 0.75 0.03
O -1.86 0.38 0.50
H 3.22 -0.53 -1.41
H -0.42 -1.13 0.31
H -3.57 1.25 0.68

***

(5)
7
Properties=species:S:1:pos:R:3 method="wB97M-V/def2-TZVPD" e_homo_ev=-10.073 gap_ev=10.50 e_above_lowest_kj_mol=578.96 e_tot_ha=-244.958620 multiplicity=1
C 3.11 -0.62 0.03
N 2.03 -0.81 -0.76
O 3.16 0.11 -1.05
O -0.42 -0.18 0.24
H -1.04 0.46 -0.04
H 1.02 -0.43 -0.55
H -0.13 0.02 1.06

***

(6)
37
Properties=species:S:1:pos:R:3 method="wB97M-V/def2-TZVPD" e_homo_ev="-12.202 / -12.202" total_charge=+1 gap_ev="6.93 / 6.93" e_above_lowest_kj_mol=426.07 e_tot_ha=-634.291305 multiplicity=1
C 0.07 -3.06 -1.25
C -0.53 -2.05 -0.48
C -0.25 -2.46 0.91
C -1.30 -0.88 -0.84
C -1.18 0.50 -0.23
C -0.31 0.99 0.66
C 0.69 3.19 0.12
C -1.58 3.10 1.25
C 0.36 -1.41 1.90
C 1.86 -0.31 0.23
C -0.15 2.48 1.14
C 0.69 -0.03 1.22
N 0.91 -3.79 -0.52
N 0.77 -3.51 0.73
N -0.23 -0.25 -3.35
H 0.06 -3.24 -2.27
H -1.23 -0.83 -1.95
H -2.33 -1.04 -0.88
H -1.79 1.30 -0.52
H 1.17 4.16 0.44
H 0.17 3.56 -0.65
H 1.44 2.55 -0.19
H -2.00 3.59 0.28
H -1.66 3.91 1.85
H -2.42 2.50 1.69
H 1.23 -1.95 2.29
H -1.07 -3.02 1.20
H -0.33 -1.23 2.77
H 2.51 0.47 0.19
H 1.39 -0.34 -0.68
H 2.32 -1.16 0.60
H 0.15 2.31 2.21
H 1.23 0.59 1.94
H 1.49 -3.69 1.40
H 0.45 -1.00 -3.39
H 0.29 0.53 -3.71
H -0.87 -0.46 -4.09

***

(7)
126
Properties=species:S:1:pos:R:3 method="wB97M-V/def2-TZVPD" e_homo_ev=-1.595 total_charge=-1 gap_ev=3.87 e_tot_ha=-2137.629278 multiplicity=1
C 3.46 -2.92 -0.50
C 4.25 -1.68 -0.10
C 3.60 -0.82 1.01
C 2.09 -1.00 1.16
N 1.50 -0.03 2.09
N 0.22 0.42 1.55
C 0.05 1.81 1.77
C -0.66 2.50 0.60
C 0.12 2.51 -0.72
C 0.00 1.31 -1.69
C -1.38 0.63 -1.80
C -1.50 -0.61 -0.92
C -2.75 -1.41 -1.27
O -3.05 -2.42 -0.32
C -3.62 -1.93 0.87
H 3.20 -3.50 0.38
H 4.03 -3.58 -1.16
H 2.54 -2.64 -1.04
H 4.45 -1.07 -0.98
H 5.22 -2.03 0.27
H 3.78 0.23 0.80
H 4.08 -1.04 1.98
H 1.60 -0.80 0.21
H 1.85 -2.03 1.44
H 1.30 -0.56 2.93
H 1.02 2.33 1.94
H -0.57 2.07 2.67
H -0.80 3.55 0.91
H -1.66 2.06 0.49
H 1.18 2.60 -0.46
H -0.13 3.44 -1.26
H 0.27 1.70 -2.68
H 0.74 0.55 -1.46
H -2.16 1.35 -1.53
H -1.55 0.33 -2.84
H -0.62 -1.24 -1.03
H -1.57 -0.31 0.13
H -3.60 -0.72 -1.36
H -2.63 -1.93 -2.23
H -4.27 -1.07 0.68
H -4.21 -2.72 1.32
H -2.85 -1.61 1.59
C 3.01 -6.15 3.74
C 1.51 -6.03 3.55
C 1.09 -4.73 2.85
C 1.48 -3.53 3.58
N 1.71 -2.54 4.11
H 3.40 -5.35 4.37
H 3.26 -7.10 4.21
H 3.54 -6.10 2.78
H 1.01 -6.09 4.52
H 1.14 -6.87 2.96
H 0.01 -4.70 2.72
H 1.54 -4.67 1.85
C 0.37 3.94 5.08
C 0.38 5.46 5.22
C -0.56 6.16 4.23
C -0.19 5.89 2.84
N 0.11 5.64 1.76
H 0.71 3.62 4.10
H 1.03 3.49 5.82
H -0.63 3.54 5.23
H 1.40 5.84 5.07
H 0.08 5.74 6.23
H -0.54 7.24 4.37
H -1.59 5.83 4.38
C -1.97 8.02 0.83
C -2.24 9.27 -0.01
C -1.68 10.52 0.68
C -2.29 10.76 1.99
N -2.78 10.93 3.01
H -2.48 8.08 1.79
H -2.35 7.13 0.32
H -0.91 7.87 1.00
H -3.31 9.39 -0.18
H -1.77 9.18 -0.99
H -1.86 11.41 0.06
H -0.60 10.43 0.82
C -4.70 5.71 -5.17
C -3.58 4.94 -4.49
C -3.46 5.27 -2.99
C -3.19 6.69 -2.80
N -3.00 7.82 -2.73
H -4.54 6.79 -5.13
H -4.77 5.43 -6.22
H -5.66 5.49 -4.70
H -2.63 5.17 -4.98
H -3.74 3.87 -4.59
H -2.65 4.70 -2.53
H -4.38 5.02 -2.47
C 0.13 -6.79 -2.21
C 0.77 -5.41 -2.26
C 2.10 -5.39 -3.02
C 3.08 -6.28 -2.39
N 3.83 -6.98 -1.88
H 0.76 -7.50 -1.68
H -0.83 -6.74 -1.68
H -0.05 -7.18 -3.21
H 0.94 -5.04 -1.24
H 0.10 -4.70 -2.74
H 2.51 -4.38 -3.04
H 1.96 -5.72 -4.05
C -4.79 -7.46 2.17
C -4.05 -6.16 2.48
C -2.66 -6.10 1.85
C -1.80 -7.18 2.33
N -1.16 -8.05 2.72
H -4.26 -8.32 2.57
H -5.78 -7.45 2.61
H -4.90 -7.60 1.09
H -3.96 -6.04 3.56
H -4.63 -5.31 2.12
H -2.18 -5.14 2.08
H -2.73 -6.18 0.76
C 5.87 -2.22 -3.69
C 5.98 -1.43 -4.98
C 5.06 -0.20 -4.99
C 3.66 -0.61 -4.89
N 2.57 -0.97 -4.79
H 4.86 -2.59 -3.54
H 6.54 -3.08 -3.70
H 6.13 -1.60 -2.83
H 5.73 -2.06 -5.84
H 7.01 -1.09 -5.13
H 5.17 0.36 -5.92
H 5.29 0.47 -4.16

***

(8)
32
Properties=species:S:1:pos:R:3 method="wB97M-V/def2-TZVPD" e_homo_ev=-15.767 total_charge=+2 gap_ev=8.52 e_above_lowest_kj_mol=0.00 e_tot_ha=-1065.312536 multiplicity=1
C 4.54 1.20 0.37
C 3.71 0.09 -0.38
S 4.69 -1.46 -0.33
N 2.54 -0.21 0.34
C 1.39 -0.18 -0.05
C 0.30 -0.24 -0.74
O -0.12 -1.49 -1.14
N -0.49 0.86 -0.95
C 0.16 2.14 -0.73
C -1.90 0.74 -0.75
O -2.69 1.66 -0.78
C -2.37 -0.65 -0.31
C -3.13 -1.60 -1.04
N -3.79 -0.71 -0.03
C -4.33 -1.32 1.16
H 5.53 1.44 -0.07
H 4.56 0.89 1.34
H 3.85 2.19 0.31
H 3.43 0.39 -1.33
H 5.15 -1.08 0.89
H 2.78 -0.41 1.31
H -0.63 -1.41 -1.95
H 0.63 2.47 -1.63
H -0.64 2.85 -0.51
H 0.95 2.20 0.14
H -1.85 -1.02 0.72
H -3.12 -2.62 -0.75
H -3.47 -1.42 -2.10
H -4.36 -0.01 -0.58
H -3.55 -2.13 1.60
H -4.40 -0.52 1.88
H -5.26 -1.83 1.00

***

(9)
13
Properties=species:S:1:pos:R:3 method="wB97M-V/def2-TZVPD" e_homo_ev="-8.336 / -11.947" s_squared=0.750 total_charge=+1 gap_ev="4.56 / 8.08" e_above_lowest_kj_mol=104.45 e_tot_ha=-1179.643351 multiplicity=2
H -1.55 -0.44 1.92
C -1.03 -1.33 1.54
C -1.23 -2.64 2.13
O -1.87 -2.26 0.90
H -0.44 -3.39 2.02
H -1.91 -2.76 2.98
O 0.16 -1.06 0.90
H 0.43 -0.08 0.96
O 0.37 1.81 -2.63
C 0.52 1.60 -1.49
K 1.07 3.27 -5.01
Na 4.53 5.46 -3.78
O 0.95 1.81 -0.42

***

(10)
14
Properties=species:S:1:pos:R:3 method="wB97M-V/def2-TZVPD" e_homo_ev=-9.254 gap_ev=10.41 e_above_lowest_kj_mol=322.57 e_tot_ha=-270.435031 multiplicity=1
C 0.39 1.24 -0.23
O 1.16 0.30 0.49
C 0.92 -1.03 -0.13
C -0.55 -0.97 -0.35
C -1.26 -0.09 0.72
C -0.86 0.53 -0.49
H 0.28 1.95 0.58
H 0.91 1.80 -1.09
H 1.41 -1.17 -1.17
H 1.47 -1.82 0.51
H -1.03 -1.65 -1.03
H -2.29 -0.15 0.79
H -0.46 -0.30 1.66
H -1.40 0.83 -1.28

***

(11)
7
Properties=species:S:1:pos:R:3 method="wB97M-V/def2-TZVPD" e_homo_ev="-8.231 / -8.231" gap_ev="8.29 / 8.29" e_above_lowest_kj_mol=269.90 e_tot_ha=-550.070814 multiplicity=1
C -1.04 -0.95 -0.80
C -0.50 1.01 0.49
O -0.66 -1.99 -0.41
F 0.77 1.38 0.09
I -1.93 2.43 0.56
H -1.55 -0.42 -1.66
H -0.35 0.57 1.46

***

(12)
65
Properties=species:S:1:pos:R:3 method="wB97M-V/def2-TZVPD" e_homo_ev=-10.849 gap_ev=10.71 e_tot_ha=-6067.680279 multiplicity=1
C -1.49 1.31 -4.27
C -0.93 0.01 -3.75
O -1.74 -1.12 -3.88
S -1.18 -2.68 -3.74
C -0.57 -2.58 -2.04
O -2.38 -3.53 -3.80
O -0.03 -2.77 -4.61
H -2.52 1.29 -3.89
H -1.56 1.24 -5.35
H -0.98 2.17 -3.83
H -0.02 -0.17 -4.33
H -0.61 0.22 -2.73
H -0.69 -3.58 -1.63
H -1.21 -1.87 -1.50
H 0.46 -2.24 -2.02
C -1.61 -2.42 2.53
C -1.06 -3.86 2.24
O -1.89 -4.61 3.15
S -1.56 -6.20 3.45
C -2.79 -6.81 2.27
O -0.17 -6.47 2.98
O -2.02 -6.47 4.85
H -2.69 -2.35 2.54
H -1.21 -1.74 1.78
H -1.27 -2.11 3.52
H -1.19 -4.01 1.17
H 0.00 -3.84 2.48
H -2.90 -7.88 2.46
H -2.34 -6.72 1.28
H -3.71 -6.26 2.46
C 1.51 4.30 2.18
C 2.09 4.44 0.83
O 1.25 3.84 -0.15
S 1.56 4.11 -1.72
C 0.36 5.39 -1.98
O 2.91 4.63 -1.84
O 1.12 2.93 -2.46
H 2.02 4.83 2.98
H 1.33 3.25 2.39
H 0.55 4.82 2.11
H 2.22 5.49 0.55
H 3.09 3.99 0.78
H -0.58 4.99 -1.59
H 0.30 5.58 -3.05
H 0.71 6.19 -1.34
Cl -1.51 1.60 1.56
C -2.85 1.93 2.63
Cl -2.67 0.85 4.07
H -2.82 2.98 2.93
H -3.80 1.65 2.18
Cl 3.58 0.59 1.10
C 1.99 0.57 0.29
Cl 1.31 -1.06 0.36
H 1.38 1.26 0.87
H 2.15 0.88 -0.75
Cl 0.43 0.54 5.64
C 0.80 0.02 3.95
Cl 1.83 -1.40 3.95
H -0.10 -0.07 3.34
H 1.38 0.82 3.50
Cl 3.73 0.17 -2.91
C 4.20 1.35 -4.22
Cl 3.24 0.93 -5.65
H 3.88 2.35 -3.92
H 5.27 1.32 -4.39

***

| no. | largest force on an atom (eV/Å) |
| --- | --- |
| 1 | 9.35 |
| 2 | 2.26 |
| 3 | 3.70 |
| 4 | 4.57 |
| 5 | 4.39 |
| 6 | 4.96 |
| 7 | 0.78 |
| 8 | 5.28 |
| 9 | 3.88 |
| 10 | 5.20 |
| 11 | 3.86 |
| 12 | 4.28 |